[1]
The following is a quantum chemistry calculation of a structure of composition C9H33NO9SSb, from OMol25.

Structure (XYZ):
```
54
C9H33NO9SSb ωB97M-V/def2-TZVPD
N 3.51567 -2.23031 1.14975
Sb 3.28020 -1.46318 -0.80427
O 3.55657 -3.39608 -1.47973
C 2.90281 0.53774 0.05451
C 3.74012 1.69597 -0.84054
C 3.30579 1.74588 -2.46848
O 2.93658 2.83957 -1.32845
C 1.06047 -1.85657 -0.59238
S 0.11852 -1.69058 -2.15295
O -1.35523 -1.51634 -1.80928
O 0.52538 -0.54123 -3.01858
H 4.30693 -2.88916 1.16327
H 2.65495 -2.74374 1.37209
H 5.00936 -1.14101 -0.95856
H 3.05288 -0.94585 -2.44728
H 4.25751 -3.33136 -2.15254
H 1.82829 0.87382 0.05926
H 3.43163 0.61170 1.04995
H 4.87473 1.86099 -0.58123
H 4.45917 1.66982 -2.68315
H 3.21496 2.63486 -3.15007
H 0.62177 -1.24543 0.26418
H 0.99991 -2.94937 -0.28079
H 0.19509 -2.93376 -2.78576
C -1.88974 -0.11918 2.02888
O -0.51775 0.24270 2.11417
H -2.01326 -0.84228 1.22258
H -2.21164 -0.57053 2.97261
H -2.49306 0.76671 1.81513
H -0.43309 0.88028 2.83021
C -5.62816 0.28581 0.97590
O -5.32348 1.28434 1.94120
H -4.83102 0.25855 0.23383
H -5.69978 -0.68938 1.46528
H -6.57359 0.52414 0.48093
H -6.04215 1.28729 2.58452
C -5.27092 0.31520 5.62774
O -6.45624 1.06738 5.39372
H -4.64661 0.36027 4.73585
H -4.72421 0.74016 6.47346
H -5.52964 -0.72636 5.83565
H -6.99132 1.01376 6.19212
C -1.94338 -3.85940 -5.04762
O -0.66525 -4.19634 -4.52471
H -2.61578 -3.64871 -4.21713
H -1.86285 -2.97198 -5.68022
H -2.33852 -4.69713 -5.62961
H -0.08797 -4.37724 -5.27394
C 3.74650 5.50570 -0.15452
O 5.12989 5.84572 -0.08511
H 3.59923 4.79464 -0.96279
H 3.43102 5.05001 0.78767
H 3.15505 6.40543 -0.35132
H 5.23368 6.47406 0.63657
```

Values from the calculation:
charge = -1
Kohn-Sham gap = 6.432 eV
E_HOMO = -4.41 eV
lowest unoccupied orbital energy = 0.0744 Eh


[2]
The following is a quantum chemistry calculation of a structure of composition C9H36BeN18O13S, from OMol25.

Structure (XYZ):
```
78
C9H36BeN18O13S ωB97M-V/def2-TZVPD
Be -0.54605 18.95351 2.99753
S -3.03221 20.63332 3.82136
O -3.24418 21.67621 4.77113
O -2.03286 21.04920 2.79779
O -2.46614 19.45196 4.40021
O -4.25721 20.38849 3.11332
C -2.21460 24.10836 1.28555
O -2.32998 24.94907 0.40184
N -3.10945 23.70628 2.10870
N -1.19337 23.34026 1.35695
H -3.06705 22.85040 2.64328
H -3.96112 24.24468 2.17860
H -1.19506 22.69225 2.13165
H -0.71241 23.30258 0.46963
C -1.58937 24.55317 5.88528
O -0.89439 25.48959 6.23491
N -2.49372 24.11334 6.75300
N -1.63715 24.16635 4.64708
H -2.90738 23.24674 6.43994
H -2.50135 24.50735 7.68295
H -2.06258 23.26920 4.46208
H -0.98559 24.72068 4.11017
C 0.85240 20.03683 6.05954
O 0.91305 19.15734 5.23271
N -0.16418 20.69656 6.40456
N 1.84952 20.47602 6.71640
H -0.12921 21.43727 7.09028
H -1.01136 20.36734 5.96411
H 1.60602 21.12011 7.45529
H 2.76777 20.19466 6.40374
C -1.34272 20.37960 -0.35453
O -0.46367 20.01152 0.39892
N -1.23807 20.31590 -1.65538
N -2.44325 20.86324 -0.00709
H -1.84835 20.83845 -2.26743
H -0.50025 19.74937 -2.04877
H -2.52662 21.00164 0.98990
H -3.19473 21.13451 -0.62498
C -5.87513 21.62845 7.02796
O -6.87822 21.57650 7.76734
N -5.68159 22.52526 6.11487
N -4.84160 20.83442 7.03709
H -5.13862 22.26803 5.30300
H -6.32920 23.30002 6.13529
H -4.99793 19.97387 7.54216
H -4.14391 21.05059 6.33952
C -7.68575 20.62273 2.36234
O -8.90773 20.67595 2.45627
N -6.84847 20.85115 3.35114
N -7.03155 20.59545 1.27624
H -7.24350 20.94005 4.27643
H -5.85846 20.77190 3.16759
H -7.53105 20.17519 0.50555
H -6.02517 20.54956 1.20434
C 1.38416 22.21429 3.12755
O 0.83844 21.19189 2.81814
N 1.21817 22.86824 4.23957
N 2.23994 22.80584 2.35173
H 1.88920 23.55379 4.55552
H 0.47803 22.46058 4.79284
H 2.36918 22.39546 1.43796
H 2.82481 23.54078 2.72306
C -3.01451 17.26773 1.15675
O -2.05035 17.34042 1.84075
N -3.06547 16.51522 0.07688
N -4.08582 18.02026 1.29342
H -2.16839 16.27973 -0.32299
H -3.88313 16.59568 -0.51054
H -4.94288 17.99372 0.75972
H -4.25256 18.77029 1.94897
C -5.25372 17.03855 4.48766
O -5.57431 15.85615 4.48578
N -6.05416 18.04900 4.23243
N -4.06561 17.39698 4.79807
H -5.60235 18.94628 4.12823
H -6.84969 17.97435 3.61463
H -3.35470 16.81913 5.22323
H -3.78156 18.35733 4.66715
```

Values from the calculation:
charge = 0
Kohn-Sham gap = 5.165 eV
energy relative to the best compared isomer or geometry (same formula, charge and spin) = 609.2 kJ/mol
E_HOMO = -9.02 eV
lowest unoccupied orbital energy = -0.1416 Eh


[3]
The following is a quantum chemistry calculation of a structure of composition C9H36CaN18O13S, from OMol25.

Structure (XYZ):
```
78
C9H36CaN18O13S ωB97M-V/def2-TZVPD
Ca 12.50372 -2.11782 -8.40086
S 14.24866 -1.86533 -10.61465
O 12.77144 -2.15143 -10.65364
O 15.11258 -2.63428 -11.47107
O 14.36749 -0.45413 -10.86262
O 14.52492 -2.11293 -9.21884
C 9.42575 -3.70355 -11.58853
O 8.76573 -3.59088 -10.55585
N 8.97138 -4.28073 -12.67483
N 10.61124 -3.25833 -11.81611
H 9.45856 -4.12337 -13.54546
H 7.96229 -4.32085 -12.65944
H 11.11257 -2.80893 -11.06325
H 10.90537 -3.78090 -12.62883
C 15.00176 -4.75247 -14.21744
O 14.80645 -5.62801 -14.98586
N 16.07165 -4.13330 -13.91167
N 14.04557 -4.12561 -13.57417
H 16.95889 -4.38660 -14.32244
H 15.99057 -3.46019 -13.16304
H 14.38909 -3.72032 -12.71520
H 13.12849 -4.53689 -13.67377
C 17.39720 -0.33298 -8.38647
O 18.40200 0.10645 -7.88422
N 16.80033 0.22191 -9.39594
N 16.65721 -1.28132 -7.85947
H 15.92672 -0.07320 -9.80804
H 17.42713 0.95837 -9.68722
H 17.05031 -1.71072 -7.03413
H 15.76938 -1.51640 -8.27970
C 12.99169 -0.16598 -14.31500
O 13.32452 0.76571 -15.05793
N 13.21654 -1.35749 -14.58208
N 12.17360 -0.07576 -13.31366
H 12.93150 -2.06598 -13.92111
H 14.11365 -1.42730 -15.04080
H 12.09199 0.85826 -12.93811
H 12.10783 -0.80248 -12.61533
C 13.45040 2.71035 -10.34709
O 13.12950 3.77183 -9.82973
N 12.58298 1.95899 -10.85786
N 14.70288 2.40050 -10.56920
H 12.87873 0.99407 -10.89726
H 11.60759 2.19698 -10.74805
H 14.94232 1.42887 -10.70592
H 15.50211 2.92241 -10.23916
C 17.27135 -0.06653 -12.82977
O 18.38890 0.37549 -12.85992
N 16.26967 0.60352 -13.14396
N 17.04377 -1.28152 -12.38467
H 15.36708 0.28246 -12.82404
H 16.38692 1.56814 -13.41939
H 16.15134 -1.65861 -12.09924
H 17.89050 -1.79409 -12.18360
C 10.28627 0.27649 -9.06386
O 11.04396 -0.60491 -9.17282
N 9.03899 0.26155 -9.34484
N 10.50452 1.41284 -8.48110
H 8.93373 -0.71986 -9.55900
H 8.34932 0.96219 -9.57625
H 11.41728 1.66984 -8.13337
H 9.79687 2.13322 -8.46150
C 12.20904 -5.42049 -9.40818
O 12.81063 -4.49184 -8.82343
N 11.12818 -5.87830 -8.93958
N 12.61269 -6.05771 -10.52332
H 10.71628 -5.48238 -8.10670
H 10.66398 -6.63798 -9.41655
H 13.38663 -5.73127 -11.08418
H 11.92818 -6.58501 -11.04628
C 17.59142 -4.79997 -9.47291
O 18.20828 -5.72028 -8.95841
N 16.45444 -4.89633 -9.96481
N 18.04510 -3.55589 -9.54127
H 15.87944 -5.72372 -9.89477
H 16.05725 -4.16028 -10.53100
H 17.40271 -2.89041 -9.94693
H 18.96708 -3.37936 -9.16859
```

Values from the calculation:
expectation value of S² = 0.7503
charge = -1
Kohn-Sham gap (alpha / beta) = 3.376 / 8.399 eV
2S+1 = 2
E_HOMO (alpha / beta) = -1.84 / -6.91 eV
lowest unoccupied orbital energy (alpha / beta) = 0.0563 / 0.0548 Eh


[4]
The following is a quantum chemistry calculation of a cluster of 10 separate species, C9H36ClO13 in total, from OMol25.

Structure (XYZ):
```
59
C9H36ClO13 ωB97M-V/def2-TZVPD
Cl -17.32204 -16.96771 7.24874
O -17.56321 -16.49515 8.59225
O -17.86586 -18.27371 6.99319
O -17.86494 -15.98519 6.32228
O -15.88796 -16.98881 7.03649
C -15.67103 -17.92309 10.90293
O -14.86906 -17.16210 10.02179
H -15.37950 -17.68359 11.93047
H -16.71656 -17.63051 10.78766
H -15.55789 -19.00091 10.75783
H -15.44516 -16.89570 9.29611
C -21.29478 -17.64833 6.41478
O -20.78467 -18.37567 5.33328
H -22.34285 -17.91887 6.55964
H -20.78679 -17.89504 7.35280
H -21.25389 -16.56910 6.23825
H -19.82937 -18.26419 5.30265
C -19.90413 -14.51092 9.91727
O -19.70787 -13.10910 9.97474
H -20.79792 -14.72123 10.51144
H -20.13488 -14.80674 8.89054
H -19.10063 -15.12447 10.32512
H -18.97852 -12.87419 9.39320
C -15.50858 -20.69515 7.80537
O -16.41530 -21.75357 8.09249
H -14.96065 -20.37403 8.70357
H -14.75847 -21.06398 7.11108
H -16.05375 -19.82384 7.43632
H -17.10758 -21.38431 8.65651
C -18.74104 -15.45584 2.71334
O -17.50186 -16.01001 3.07034
H -19.57095 -16.06109 3.09471
H -18.89353 -14.46791 3.17386
H -18.77182 -15.33061 1.63546
H -17.50289 -16.27254 3.99701
C -16.78542 -19.24309 3.55326
O -16.31918 -20.53697 3.94494
H -17.23844 -19.35640 2.57373
H -17.49392 -18.83770 4.28148
H -15.95667 -18.53248 3.50994
H -15.61929 -20.41741 4.59124
C -16.94745 -12.66230 5.14212
O -16.94714 -13.20730 6.43745
H -15.94931 -12.69861 4.69170
H -17.72246 -13.08492 4.50320
H -17.15836 -11.58728 5.23416
H -17.10728 -14.15910 6.37704
C -18.80791 -19.47130 9.88601
O -18.09801 -20.67077 10.19874
H -19.82131 -19.62159 9.50316
H -18.76444 -18.75375 10.70409
H -18.33846 -18.98356 9.02362
H -18.76404 -21.28435 10.52102
C -12.44101 -16.39167 6.42136
O -11.78705 -17.53934 6.95942
H -11.94947 -16.07351 5.50728
H -13.48428 -16.66033 6.22735
H -12.50139 -15.54834 7.11494
H -11.89667 -17.53365 7.91288
```

Values from the calculation:
charge = -1
Kohn-Sham gap = 9.865 eV
energy relative to the best compared isomer or geometry (same formula, charge and spin) = 445.4 kJ/mol
E_HOMO = -7.19 eV
lowest unoccupied orbital energy = 0.0982 Eh